Formula: C4H16N2O2S2
Source: the Open Molecules 2025 dataset
Level of theory: ωB97M-V/def2-TZVPD

Its structure (SMILES) is NCCSSCCN.O.O. The value obtained for the energy relative to the best compared isomer or geometry (same formula, charge and spin) is 81.3 kJ/mol. As for the gap between HOMO and LUMO: 9.271 eV. The HOMO energy is -8.905 eV.

Each line ends with the Löwdin charge.
Geometry (Å):
1 O 1.37108 0.26109 -3.58315  -0.0595
2 H -0.80935 1.31575 -2.55500  0.0875
3 C 0.31561 -2.75621 1.09830  -0.5508
4 H 0.94617 -0.09465 -2.79313  -0.0069
5 S -1.39626 -1.07570 -0.77144  0.5117
6 H 1.90350 1.68334 1.97139  0.0269
7 H -0.13048 0.01517 2.41142  0.0452
8 N -2.86349 1.49977 -1.71414  -0.0100
9 H -3.23671 0.58756 -1.49087  0.0215
10 H -0.69174 -2.96596 1.45047  0.0700
11 H 1.65561 -1.07126 1.39594  0.0850
12 N 0.08694 -0.90766 2.76299  0.0014
13 C 1.01276 -1.73682 1.98305  -0.3486
14 H -1.35422 1.02044 0.46479  0.0654
15 H 0.39960 -0.78613 3.70212  0.0498
16 H -1.09260 2.52539 -1.51081  0.1089
17 H -3.07162 1.78129 -2.66627  0.0689
18 C -0.87743 0.66616 -0.44084  -0.5145
19 O 1.96479 2.10960 1.11107  -0.0539
20 H 1.74539 -2.14929 2.68090  0.1080
21 H 0.18311 0.84937 -0.36343  0.0517
22 S 0.27287 -2.26457 -0.64110  0.4956
23 C -1.38822 1.46470 -1.63649  -0.3936
24 H 2.02581 3.05205 1.29621  0.0412
25 H 2.16824 0.67260 -3.23325  0.0395
26 H 0.86061 -3.69604 1.07128  0.0597